Entry 1:
Entry from OMol25: a structure of composition C37H32BrFN3O3ReS3 (ωB97M-V/def2-TZVPD).

```
81
Properties=species:S:1:pos:R:3:forces:R:3:lowdin_spin:R:1
Re -0.06448 -0.47200 0.52207 -0.29 -0.17 0.11 0.8424
O -0.39965 -2.43055 -0.37761 -0.06 -0.01 0.02 0.0064
S -0.08291 -2.88467 -1.79888 0.13 0.07 -0.04 0.0006
C 1.28250 -4.11411 -1.62347 -0.05 0.00 0.01 0.0001
C 2.06446 -3.92036 -0.32974 -0.02 0.02 -0.02 0.0003
C 3.08497 -2.78713 -0.42724 -0.01 0.05 0.02 0.0003
C 3.81820 -2.50953 0.88128 -0.06 0.03 -0.01 0.0046
S 2.82567 -1.54847 2.09068 0.14 0.07 0.06 0.0046
O 1.41520 -1.57957 1.51772 -0.09 -0.10 -0.03 0.0333
C 3.50470 0.07295 1.87947 -0.03 -0.02 -0.04 -0.0002
C 4.10288 0.62741 3.00199 -0.04 0.02 0.02 0.0000
C 4.66446 1.89357 2.91011 -0.01 0.02 0.00 0.0000
C 4.60523 2.58715 1.71158 0.00 0.00 0.00 0.0000
C 3.99128 2.02396 0.59706 -0.01 0.00 0.00 0.0000
C 3.43767 0.75837 0.67081 0.06 -0.02 -0.02 -0.0001
C -1.42637 -3.98602 -2.17101 0.03 -0.03 -0.04 -0.0002
C -1.51696 -4.48051 -3.46579 -0.03 0.01 -0.01 0.0000
C -2.54918 -5.35122 -3.77656 0.00 0.00 0.01 0.0000
C -3.47741 -5.70120 -2.80361 0.01 0.00 -0.02 0.0000
C -3.38061 -5.18206 -1.52068 0.00 -0.01 0.02 0.0000
C -2.34704 -4.31601 -1.19013 -0.01 0.00 0.00 -0.0001
H 1.91145 -3.95498 -2.50115 -0.01 -0.05 -0.02 0.0000
H 0.82861 -5.10075 -1.68796 -0.01 0.00 0.06 0.0000
H 2.57174 -4.86177 -0.10453 0.03 0.00 -0.04 0.0000
H 1.36247 -3.73155 0.48225 0.02 -0.03 0.02 0.0000
H 2.60086 -1.87475 -0.77719 -0.01 -0.01 -0.03 -0.0001
H 3.83881 -3.04408 -1.17622 0.02 -0.01 0.02 0.0001
H 4.72808 -1.93344 0.72093 0.01 -0.01 0.02 0.0004
H 4.08260 -3.43189 1.40038 -0.02 -0.01 -0.01 0.0000
H 4.12116 0.08070 3.93671 0.00 -0.01 0.00 0.0000
H 5.13660 2.33798 3.77550 0.01 0.00 0.00 0.0000
H 5.03855 3.57620 1.64223 0.00 0.00 0.00 0.0000
H 3.94735 2.57426 -0.33334 0.00 0.00 0.00 0.0000
H 2.95373 0.32059 -0.19231 -0.02 0.02 0.01 -0.0001
H -0.80056 -4.18636 -4.22423 0.00 0.00 0.00 0.0000
H -2.63501 -5.74739 -4.77913 0.00 0.00 0.00 0.0000
H -4.28433 -6.37773 -3.05085 0.00 0.00 0.00 0.0000
H -4.11172 -5.45084 -0.77013 0.00 0.00 0.00 0.0000
H -2.25602 -3.89585 -0.19709 0.01 0.00 0.00 -0.0001
Br 0.08051 4.18675 -6.08267 -0.01 0.00 0.00 0.0000
C -0.92972 4.66917 -4.56174 -0.01 -0.01 -0.01 0.0000
C -0.28310 4.86335 -3.35047 0.02 -0.01 -0.01 0.0000
C -1.01814 5.19313 -2.22422 -0.03 0.03 -0.02 0.0000
C -2.39910 5.33958 -2.32258 0.01 -0.04 -0.07 0.0002
C -3.02636 5.20969 -3.55638 0.02 -0.04 0.02 0.0002
C -2.29966 4.84675 -4.67770 0.02 0.00 0.01 0.0000
N -3.25531 5.75295 -1.24942 0.04 0.17 0.13 0.0001
N -3.16330 5.31861 -0.09574 -0.10 -0.08 -0.06 0.0003
C -2.27844 4.24439 0.24818 0.02 0.05 -0.06 0.0002
C -1.40142 4.43900 1.28092 0.04 0.03 -0.02 -0.0022
C -0.48070 3.44423 1.66893 -0.02 -0.01 -0.05 0.0006
C -0.50770 2.22972 1.04267 -0.02 -0.03 -0.01 0.0015
O 0.35259 1.22152 1.31250 0.06 0.19 0.07 0.0048
C -1.49368 1.97514 0.06227 -0.01 0.07 -0.03 0.0057
N -1.51218 0.69825 -0.43216 0.09 0.10 -0.03 -0.0038
C -2.37346 0.39172 -1.37813 -0.11 -0.03 0.05 0.0135
C -3.30476 1.32249 -1.86279 0.02 -0.02 0.01 -0.0005
C -3.32651 2.59175 -1.35171 -0.02 0.01 -0.01 0.0140
C -2.38392 2.96709 -0.36930 0.01 -0.09 0.06 -0.0003
H 0.79128 4.75979 -3.28945 0.00 0.00 0.00 0.0000
H -0.50594 5.35702 -1.28751 -0.02 0.00 0.04 0.0000
H -4.09125 5.39219 -3.62219 0.00 0.01 -0.01 0.0000
H -2.78638 4.72626 -5.63508 0.00 0.00 0.00 0.0000
H -1.39383 5.40121 1.77653 0.00 0.00 0.00 -0.0001
H 0.24608 3.63405 2.44703 0.01 -0.01 0.00 0.0001
H -2.35704 -0.62861 -1.73938 0.01 0.00 -0.01 0.0005
H -4.01065 1.01422 -2.61991 0.00 -0.01 0.00 -0.0003
H -4.06682 3.30229 -1.69366 0.00 -0.02 0.02 0.0006
F 1.02460 -0.37018 -1.08187 0.12 -0.05 -0.02 0.0554
S -1.65865 -1.10853 2.03090 0.13 0.07 -0.06 0.0063
C -0.73177 -1.23180 3.55170 0.01 -0.08 0.04 0.0090
C -0.23959 -2.45301 3.99855 -0.05 -0.02 -0.01 0.0015
C 0.49487 -2.51397 5.17314 0.00 0.00 0.00 0.0010
C 0.73560 -1.35958 5.90717 0.01 0.00 0.00 -0.0004
C 0.22985 -0.14414 5.46800 0.01 -0.01 0.01 -0.0003
C -0.50382 -0.07747 4.29212 0.02 -0.01 -0.03 -0.0004
H -0.43553 -3.35002 3.42475 0.01 0.00 0.00 0.0001
H 0.87116 -3.46715 5.52177 0.01 0.00 0.00 0.0002
H 1.30577 -1.40987 6.82548 -0.01 0.00 0.00 0.0000
H 0.40076 0.75546 6.04491 0.00 0.00 0.00 0.0000
H -0.90133 0.86823 3.94462 0.02 0.00 0.00 0.0003
```
Positions in Å, forces in eV/Å.

Results
Total charge = +1
Gap between HOMO and LUMO (spin up / spin down) = 6.9 / 6.9 eV
M = 948.0 Da
ΔE to the lowest compared entry with this formula, charge and spin = 0.000 eV
Multiplicity = 2
Max |F| = 0.4 eV/Å
⟨S²⟩ = 0.80
LUMO level (spin up / spin down) = -3.51 / -3.46 eV

***

Entry 2:
Entry from OMol25: a cluster of 2 separate species, C3H7O3 in total (ωB97M-V/def2-TZVPD).

```
13
Properties=species:S:1:pos:R:3:forces:R:3:lowdin_charge:R:1
C -2.33414 0.90801 1.42176 0.36 -0.19 0.43 -0.2359
O -0.96740 1.18053 1.25893 -0.24 -0.11 -0.12 -0.2072
H -0.64394 0.62465 0.44120 0.13 0.38 0.63 -0.0056
H -2.63961 0.09070 0.75115 -0.20 0.26 0.07 0.0710
H -2.56126 0.58853 2.46365 0.14 0.03 -0.33 0.0577
H -2.93993 1.80883 1.25450 -0.13 -0.08 -0.23 0.0525
C 2.04538 -0.12079 -0.07688 0.14 0.08 -0.43 -0.0399
C 0.90906 -0.67646 -0.94213 -0.54 -0.31 0.29 -0.7252
O -0.25246 -0.22397 -0.65571 0.38 -0.47 -0.73 -0.0885
O 1.17844 -1.52569 -1.80676 -0.05 0.32 0.12 -0.0625
H 1.88710 -0.35599 0.97476 -0.12 0.13 0.02 0.0651
H 2.06387 0.96188 -0.21862 0.02 0.02 0.27 0.0665
H 2.99375 -0.53561 -0.40796 0.11 -0.05 0.02 0.0522
```
Positions in Å, forces in eV/Å.

Results
Total charge = -1
Gap between HOMO and LUMO = 8.8 eV
M = 91.1 Da
ΔE to the lowest compared entry with this formula, charge and spin = 0.597 eV
Max |F| = 0.9 eV/Å
LUMO level = 4.21 eV

***

Entry 3:
Entry from OMol25: a structure of composition C26H44B2KO7SSn in a non-equilibrium geometry (ωB97M-V/def2-TZVPD).

```
82
Properties=species:S:1:pos:R:3:forces:R:3:lowdin_charge:R:1
Sn 0.31457 -3.29251 -0.36906 10.57 -4.61 -2.04 1.4516
K 2.27702 -0.22905 -0.87781 5.74 0.63 0.73 0.9533
B 0.44841 -0.89460 -0.30779 -3.24 -2.11 -1.32 -0.8739
H 0.99640 -0.86905 0.62134 0.63 -0.67 -1.65 -0.0351
H 1.00892 -1.41364 -1.06980 -2.51 -1.08 -1.87 -0.0751
H -0.45272 -1.47376 -0.17823 -2.36 -1.29 0.85 0.0129
H 0.17291 0.08897 -0.65557 0.40 0.00 -1.63 -0.0092
B 2.55008 -2.46698 -0.69877 2.88 -3.41 -1.04 -0.6398
H 1.82455 -2.10413 -1.41025 0.23 -0.98 -3.62 -0.0760
H 2.33157 -2.03487 0.26548 -1.59 -0.02 2.27 -0.0605
H 2.49930 -3.54477 -0.70336 0.89 -3.53 0.12 -0.0407
H 3.56392 -2.19361 -0.94704 3.86 1.12 -0.91 0.0305
C 2.89194 3.61861 -2.26855 0.26 0.48 0.17 -0.1805
S 2.32287 1.88930 -2.05780 2.65 3.32 -1.61 0.9269
O 3.61663 1.14263 -1.67783 0.45 3.80 -1.40 -0.6152
C 1.18476 2.05499 -0.60962 3.20 2.75 0.93 -0.3018
H 3.72442 3.66427 -2.97069 -0.10 -0.77 -0.18 0.0678
H 3.32427 4.02196 -1.35286 -0.29 -0.31 0.35 0.0671
H 2.17479 4.33798 -2.66389 -0.54 -0.43 0.16 0.0674
H 0.42610 2.83264 -0.69794 0.69 0.35 -0.06 0.1085
H 1.87325 2.42928 0.14799 0.16 -0.20 0.54 0.1048
H 0.68946 1.14167 -0.28004 1.36 1.53 -1.15 -0.0266
C 2.89300 -0.80037 4.56470 -0.70 -1.30 -0.60 -0.0549
C 4.16959 -1.10364 4.11939 0.04 0.00 -0.18 -0.0580
C 4.36660 -1.36620 2.76631 0.48 0.58 0.08 -0.0292
C 3.32758 -1.26794 1.85459 1.82 0.34 0.40 -0.0821
C 2.05904 -1.08563 2.29427 -0.25 0.80 2.62 -0.0759
C 1.82092 -0.89425 3.66617 1.73 0.88 0.62 -0.0275
H 2.64072 -0.70795 5.61075 0.32 0.38 0.14 0.1085
H 4.99458 -1.09983 4.81636 0.13 -0.10 -0.04 0.1099
H 5.35528 -1.53671 2.36652 0.17 -0.08 0.18 0.1169
H 3.53061 -1.30404 0.79446 0.76 -0.11 0.87 0.0576
H 1.27005 -0.96044 1.56748 3.08 -1.37 2.36 -0.0078
H 0.87249 -0.63580 4.11347 2.28 0.05 -0.42 0.0527
C -2.69004 1.12633 0.08918 2.08 3.51 4.50 -0.1043
C -2.71570 2.40019 0.57038 0.87 2.00 2.97 -0.0352
C -1.64239 2.94336 1.34853 0.42 -1.08 -1.38 -0.0022
C -0.42904 2.17968 1.54657 -3.23 1.68 -0.88 -0.0055
C -0.39053 0.95586 0.91304 0.45 5.14 2.81 -0.2660
C -1.45749 0.46521 0.21991 -4.13 2.43 -0.97 -0.2273
H -3.48224 0.72089 -0.52275 -1.61 3.93 5.90 0.0361
H -3.63806 2.96166 0.59063 -0.07 0.25 -0.47 0.1151
H -1.69575 3.99253 1.59911 -0.02 -0.04 0.50 0.1012
H 0.40558 2.67564 2.01967 0.13 -0.40 0.25 0.1305
H 0.52761 0.40628 1.05934 -0.71 2.28 -0.32 0.0891
H -1.34543 -0.53421 -0.17376 -0.80 1.80 0.12 0.0725
O -0.73788 -3.25326 1.20861 -0.76 -1.94 5.93 -0.0323
C -1.05032 -2.44272 2.03960 0.37 3.63 0.73 -0.3502
O -1.86112 -2.71853 2.99759 -0.63 -1.21 0.64 0.1264
C -2.19545 -1.54144 3.76858 0.63 0.70 -0.11 -0.0627
C -1.05433 -0.60013 3.41027 -1.70 0.66 0.11 -0.0960
C -0.75163 -0.90284 1.93590 -1.65 -5.25 5.81 -0.1090
H -2.16324 -1.76549 4.83481 -0.41 -0.35 -0.24 0.1418
H -3.17469 -1.21726 3.41630 -0.03 0.02 0.26 0.1398
H -0.19531 -0.85138 4.03239 -2.52 -0.25 -0.47 0.0610
H -1.31617 0.44081 3.60001 -0.01 0.07 0.00 0.1425
H 0.27667 -0.59657 1.74386 -3.92 -1.43 1.51 0.0305
H -1.54477 -0.52883 1.28848 0.07 -1.81 2.15 0.0993
O -0.21708 1.77830 -5.66207 -1.85 -0.26 5.83 0.0661
C -0.59559 1.65376 -4.43402 1.38 0.87 -6.64 -0.4048
O -1.57714 2.38275 -3.89317 -0.72 0.57 -0.72 0.0679
C -1.99451 1.88110 -2.61983 1.32 1.16 0.36 -0.1038
C -0.70834 1.16177 -2.14898 -1.42 0.25 -2.09 -0.1625
C -0.05830 0.69592 -3.47571 -0.41 -0.69 1.92 -0.0709
H -2.94305 1.35548 -2.72990 0.57 0.47 0.01 0.1044
H -2.17071 2.70618 -1.92968 -0.10 0.32 -0.45 0.1299
H -0.90957 0.40108 -1.39468 0.02 0.85 -2.00 0.0570
H -0.07635 1.93092 -1.70502 -1.73 -0.91 -1.35 0.0515
H -0.44552 -0.30490 -3.66679 0.74 0.30 -0.94 0.1172
H 1.02638 0.77652 -3.40433 -0.59 -0.69 -0.74 0.0673
O -1.43790 -3.17384 -0.69201 -12.33 1.79 -6.40 -0.1526
C -2.08273 -2.25697 -1.27828 0.25 -2.61 0.78 -0.3471
O -2.94350 -1.60356 -0.54823 -1.37 0.52 -0.69 0.1535
C -3.45915 -0.49221 -1.35485 0.03 -2.89 -5.31 -0.1402
C -3.13574 -0.84455 -2.78625 -1.31 -1.24 -0.84 -0.0841
C -1.88968 -1.70170 -2.64025 -0.70 -0.15 0.19 -0.0125
H -2.92266 0.43181 -1.13931 2.27 -3.76 -4.63 -0.0080
H -4.46930 -0.13252 -1.15909 -0.61 -1.43 0.13 0.1823
H -3.05236 0.00217 -3.46759 0.18 -0.49 0.23 0.1178
H -3.94904 -1.42415 -3.22296 0.10 -0.45 -0.12 0.1394
H -0.98857 -1.11395 -2.46527 0.02 -0.16 -0.11 0.1000
H -1.74177 -2.36771 -3.49034 0.21 -0.37 0.52 0.1702
```
Positions in Å, forces in eV/Å.

Results
Total charge = +1
Gap between HOMO and LUMO = 7.0 eV
M = 680.1 Da
ΔE to the lowest compared entry with this formula, charge and spin = 32.847 eV
Max |F| = 14.0 eV/Å
LUMO level = -3.40 eV